# 1
{"formula": "C26H36BrN3O5PReS2Te4", "method": "ωB97M-V/def2-TZVPD", "symbols": ["Re", "Te", "Te", "Te", "Te", "Br", "S", "S", "P", "O", "O", "O", "O", "O", "N", "N", "N", "C", "C", "C", "C", "C", "C", "C", "C", "C", "C", "C", "C", "C", "C", "C", "C", "C", "C", "C", "C", "C", "C", "C", "C", "C", "C", "H", "H", "H", "H", "H", "H", "H", "H", "H", "H", "H", "H", "H", "H", "H", "H", "H", "H", "H", "H", "H", "H", "H", "H", "H", "H", "H", "H", "H", "H", "H", "H", "H", "H", "H", "H"], "positions_angstrom": [[-0.7399, 0.2308, -0.7448], [-0.2942, 0.5660, -3.2920], [-2.2530, -0.9267, -4.4237], [-3.3373, -0.0192, -0.5515], [-4.3903, -0.0630, -3.0513], [2.8532, -0.0982, 5.5818], [0.3483, -2.7650, 0.6712], [-0.0646, -1.9431, -1.1953], [-1.6721, -3.1389, 1.3298], [-1.1644, -3.7126, 2.7694], [-2.0294, -4.5442, 0.6041], [-0.5448, 0.1836, 1.5859], [-0.7345, 2.3255, -0.2758], [1.3890, 0.4608, -0.2104], [5.4272, 0.3583, 0.5505], [-2.1686, 3.1719, -1.8124], [3.7391, 0.4785, -0.8521], [-0.1260, 5.4625, -1.5300], [1.0796, 0.0366, 3.3819], [-2.0510, -3.9893, 3.9038], [4.9201, 0.5343, -1.5986], [5.9952, 0.4629, -0.7254], [-2.8225, -2.7450, 4.3166], [2.4186, 0.0400, 3.7579], [7.3182, 0.5093, -1.1601], [-0.8989, 4.7078, -0.4251], [3.0766, 0.2750, 1.4750], [0.7570, 0.1772, 2.0527], [-1.5688, 0.4397, 2.5849], [3.4147, 0.1492, 2.8234], [1.7403, 0.3099, 1.0961], [-1.8208, 5.0634, -3.4154], [7.5147, 0.6236, -2.5224], [-1.2833, 3.3229, -0.8502], [-2.9643, -5.1591, 3.5940], [-1.0301, 6.0836, -2.5996], [-3.8501, -3.6535, -0.8331], [4.0822, 0.3720, 0.4083], [-2.0444, -5.1459, -1.7304], [-2.8982, -4.8035, -0.5340], [6.4314, 0.6884, -3.4175], [5.1257, 0.6456, -2.9724], [-2.8123, 4.2627, -2.5739], [-1.4846, -4.2714, -2.0637], [-4.3983, -3.3361, 0.0548], [-3.7128, -4.8818, 2.8444], [2.3025, 0.4633, -0.7951], [-3.5532, 3.7905, -3.2089], [0.4433, 6.2575, -1.0511], [-1.3644, -4.2647, 4.6943], [-3.2819, -2.8002, -1.2220], [-2.3777, 5.5867, -4.1975], [-4.5687, -3.9591, -1.5978], [-1.3427, -5.9482, -1.4920], [6.6319, 0.7758, -4.4800], [0.5933, 4.7841, -1.9982], [4.4532, 0.1355, 3.1405], [-3.4809, -5.4796, 4.5045], [4.2859, 0.6939, -3.6604], [-3.3353, 4.9229, -1.8814], [-1.7029, -0.4329, 3.2220], [-0.2880, 4.6021, 0.4641], [-2.3860, -5.9995, 3.2074], [5.9334, 0.2818, 1.4125], [-2.3552, 2.2248, -2.1038], [8.5265, 0.6643, -2.9124], [-2.1307, -1.9299, 4.5562], [-3.4653, -5.6811, -0.2438], [-1.8001, 5.2688, -0.1572], [-3.4864, -2.4177, 3.5113], [-3.4269, -2.9516, 5.2051], [-0.4115, 6.6739, -3.2777], [0.3155, -0.0870, 4.1380], [-2.6918, -5.4769, -2.5491], [8.1518, 0.4613, -0.4659], [-1.3002, 1.3125, 3.1768], [-2.4908, 0.6398, 2.0631], [-1.7291, 6.7768, -2.1161], [-1.1391, 4.3665, -3.9108]], "lowdin_charge": [0.43, 0.28, 0.07, 0.42, 0.09, 0.80, 0.27, -0.01, 0.60, -0.39, -0.36, -0.28, -0.20, -0.20, 0.19, 0.08, 0.16, -0.16, -0.04, -0.45, -0.18, -0.17, -0.07, -0.67, -0.01, -0.08, -0.04, -0.25, -0.04, -0.06, -0.22, -0.17, -0.07, -0.45, -0.05, -0.20, -0.11, -0.21, -0.05, -0.45, -0.07, 0.00, -0.13, 0.04, 0.07, 0.08, 0.09, 0.12, 0.12, 0.14, -0.02, 0.12, 0.09, 0.09, 0.11, 0.12, 0.11, 0.09, 0.12, 0.13, 0.07, 0.12, 0.09, 0.16, -0.03, 0.11, 0.06, 0.14, 0.13, 0.07, 0.09, 0.12, 0.11, 0.09, 0.12, 0.12, 0.02, 0.12, 0.12], "energy_ev": -174558.0124, "homo_ha": [-0.349, -0.353], "spin_multiplicity": 2, "s2": 1.08, "lumo_energy_ha": [-0.1657, -0.1329], "charge": 1, "homo_lumo_gap_ev": [5.0, 6.0]}

# 2
{"formula": "C26H36BrN6PdSSi", "method": "ωB97M-V/def2-TZVPD", "symbols": ["Pd", "Br", "S", "Si", "N", "N", "N", "N", "N", "N", "C", "C", "C", "C", "C", "C", "C", "C", "C", "C", "C", "C", "C", "C", "C", "C", "C", "C", "C", "C", "C", "C", "C", "C", "C", "C", "H", "H", "H", "H", "H", "H", "H", "H", "H", "H", "H", "H", "H", "H", "H", "H", "H", "H", "H", "H", "H", "H", "H", "H", "H", "H", "H", "H", "H", "H", "H", "H", "H", "H", "H", "H"], "positions_angstrom": [[1.2785, -15.7433, 5.9718], [1.9674, -13.8436, 13.1289], [3.3365, -17.4905, 4.8137], [3.7714, -13.7815, 6.2297], [0.1899, -16.1595, 7.8086], [5.6110, -18.6549, 5.4853], [2.3374, -14.1952, 5.3803], [5.7712, -16.8618, 4.0112], [-0.0960, -17.2180, 5.4980], [1.0173, -14.6107, 3.5238], [6.9701, -18.5634, 6.0763], [3.4207, -12.0932, 7.0804], [-0.4648, -15.0605, 1.6661], [-1.3236, -19.5355, 4.8510], [4.0135, -15.0721, 7.5131], [6.4686, -17.4213, 2.8301], [6.9936, -16.2671, 2.0006], [1.8663, -12.2013, 2.4484], [-0.1821, -17.5624, 4.2049], [1.4498, -14.4601, 11.4318], [0.6089, -14.1458, 9.1834], [2.3587, -12.6020, 3.6720], [0.5574, -15.5709, 8.9761], [0.9955, -16.3900, 10.0217], [-0.5108, -17.2408, 7.7580], [5.0031, -17.7160, 4.7998], [0.8566, -12.9358, 1.7973], [1.9284, -13.8432, 4.1650], [-0.6707, -17.8943, 6.4922], [7.2814, -19.5853, 7.1525], [0.9429, -13.5858, 10.4098], [0.4883, -14.1369, 2.3678], [-0.9206, -18.6887, 3.8191], [5.4520, -13.8499, 5.3554], [-1.2316, -19.1542, 6.2275], [1.5255, -15.8516, 11.1939], [-1.5914, -19.7526, 6.9975], [6.4980, -19.7019, 7.9503], [0.8917, -17.4833, 9.8540], [-1.8523, -20.4735, 4.6468], [3.4197, -12.1011, 8.1663], [7.2939, -18.0756, 3.1986], [5.4264, -13.5944, 4.2508], [5.8036, -14.9324, 5.2770], [2.0712, -16.4667, 11.9317], [4.0037, -11.2753, 6.7183], [7.4013, -16.6599, 1.0770], [0.7523, -12.5767, 10.6945], [-1.1882, -18.8662, 2.7621], [7.7074, -18.6274, 5.2632], [4.0455, -16.0667, 7.0057], [7.0451, -17.5691, 6.5414], [5.1649, -16.0987, 3.7005], [6.2998, -13.3042, 5.8458], [3.2086, -15.1891, 8.2498], [4.9757, -19.2445, 5.9841], [-1.2545, -15.3228, 2.3530], [7.5023, -20.6173, 6.7132], [0.3274, -16.9228, 3.4884], [0.2060, -12.5299, 1.0300], [-0.8828, -14.6988, 0.7272], [2.4111, -11.7170, 6.8653], [3.0914, -12.0352, 4.1897], [-0.9293, -17.7255, 8.6492], [6.1831, -15.6169, 1.7410], [4.9901, -14.9321, 8.0134], [8.1708, -19.2786, 7.6647], [0.1452, -15.9567, 1.4518], [5.7218, -18.1002, 2.3520], [0.1801, -13.4990, 8.4106], [2.2321, -11.2656, 2.0699], [7.7402, -15.7373, 2.6070]], "lowdin_charge": [0.87, 0.78, 0.64, 0.39, 0.00, 0.03, -0.15, -0.05, -0.04, 0.13, -0.22, -0.15, -0.04, -0.02, -0.20, -0.24, -0.07, -0.03, -0.12, -0.68, -0.01, -0.02, -0.31, -0.03, -0.04, -0.86, -0.02, -0.45, -0.25, -0.09, -0.09, -0.32, -0.02, -0.17, 0.04, -0.12, 0.10, 0.09, 0.12, 0.12, 0.02, 0.11, 0.04, 0.01, 0.11, 0.01, 0.08, 0.10, 0.13, 0.11, -0.01, 0.12, 0.07, 0.05, 0.01, 0.11, 0.07, 0.10, 0.07, 0.12, 0.08, 0.03, 0.09, 0.15, 0.07, 0.05, 0.06, 0.09, 0.13, 0.12, 0.11, 0.09], "energy_ev": -128715.9144, "homo_ha": [-0.389, -0.381], "spin_multiplicity": 3, "s2": 2.02, "lumo_energy_ha": [-0.1361, -0.1672], "charge": 1, "homo_lumo_gap_ev": [6.9, 5.8]}

# 3
{"formula": "C26H36ClN3Re", "method": "ωB97M-V/def2-TZVPD", "symbols": ["Re", "Cl", "N", "N", "N", "C", "C", "C", "C", "C", "C", "C", "C", "C", "C", "C", "C", "C", "C", "C", "C", "C", "C", "C", "C", "C", "C", "C", "C", "C", "C", "H", "H", "H", "H", "H", "H", "H", "H", "H", "H", "H", "H", "H", "H", "H", "H", "H", "H", "H", "H", "H", "H", "H", "H", "H", "H", "H", "H", "H", "H", "H", "H", "H", "H", "H", "H"], "positions_angstrom": [[0.2958, -0.4768, 0.1887], [2.2606, -0.0759, -1.0448], [-0.5592, 1.9162, -2.1998], [0.3054, 2.9517, -0.5210], [0.7978, -2.0696, 0.6504], [-1.5581, -0.4172, 1.0481], [-3.6368, 0.6981, 1.7029], [-0.9074, 0.7892, -3.0694], [0.6981, -3.8446, -1.4985], [-3.9223, -0.3272, 2.6121], [-1.1696, -0.4163, -2.1811], [-3.0351, -1.4030, 2.7278], [0.2716, 0.5080, -3.9922], [2.7230, -3.0757, 1.6497], [-1.8717, -1.4615, 1.9579], [2.6126, -2.1497, 2.8197], [2.5394, 3.1070, 0.4353], [-2.1328, 1.1672, -3.8832], [0.6957, 1.9578, 1.6385], [1.6999, -3.1067, 0.6749], [-0.2364, 1.7891, -0.9068], [0.2518, 3.8578, -1.5638], [2.9469, -4.6629, -0.6670], [3.8603, -3.8427, 1.4207], [-5.1560, -0.2638, 3.4565], [-0.2986, 3.2066, -2.6199], [1.7860, -3.9214, -0.4758], [-2.4757, 0.6644, 0.9237], [1.0450, 3.1255, 0.7325], [3.9769, -4.6331, 0.2749], [0.6640, 4.4669, 1.3359], [3.0347, -5.2643, -1.5706], [-3.2583, -2.2105, 3.4299], [-1.1938, -2.3110, 2.0495], [-2.4348, 0.2960, -4.4769], [0.0019, -0.3235, -4.6556], [4.6658, -3.8099, 2.1534], [2.8305, 2.1358, 0.0173], [3.0789, 3.2611, 1.3785], [-2.9651, 1.4395, -3.2235], [-1.2727, -1.3089, -2.8104], [-0.2881, -3.6867, -1.0395], [1.1640, 4.5628, 2.3074], [-6.0225, 0.0230, 2.8532], [-0.3599, 1.9490, 1.9275], [0.5097, 1.3803, -4.6139], [2.8203, 3.9073, -0.2603], [-5.3437, -1.2369, 3.9150], [0.6249, 4.8659, -1.4955], [3.3893, -1.3701, 2.8019], [-2.2545, 1.4603, 0.2116], [-2.0611, -0.3002, -1.5583], [-4.3337, 1.5352, 1.6040], [1.3241, 2.0141, 2.5357], [1.0375, 0.9433, 1.1722], [-0.4855, 3.5500, -3.6231], [-5.0483, 0.4782, 4.2562], [0.6584, -4.7821, -2.0687], [2.7375, -2.7027, 3.7615], [-0.4182, 4.5298, 1.4966], [1.1540, 0.2197, -3.4065], [4.8749, -5.2304, 0.1148], [0.9911, 5.2955, 0.6951], [0.8599, -3.0359, -2.2331], [-0.2104, -0.6791, -1.5696], [-1.9149, 1.9974, -4.5659], [1.6370, -1.6494, 2.8632]], "nbo_charge": [0.54, -0.65, -0.42, -0.42, -0.76, -0.20, -0.22, 0.12, -0.62, -0.16, -0.61, -0.23, -0.63, -0.09, -0.29, -0.63, -0.64, -0.62, -0.61, 0.20, 0.25, -0.11, -0.22, -0.22, -0.60, -0.10, -0.10, -0.34, 0.12, -0.35, -0.63, 0.17, 0.17, 0.21, 0.21, 0.20, 0.17, 0.28, 0.19, 0.22, 0.20, 0.22, 0.21, 0.19, 0.24, 0.18, 0.18, 0.19, 0.21, 0.20, 0.19, 0.24, 0.17, 0.20, 0.21, 0.20, 0.18, 0.17, 0.18, 0.21, 0.27, 0.17, 0.18, 0.21, 0.22, 0.18, 0.25], "energy_ev": -46664.4165, "homo_ha": [0.094, 0.055], "spin_multiplicity": 4, "s2": 3.80, "lumo_energy_ha": [0.1713, 0.1670], "charge": -2, "homo_lumo_gap_ev": [2.1, 3.1]}